# 1
47
Properties=species:S:1:pos:R:3 method="wB97M-V/def2-TZVPD" largest_force_ev_per_a=0.6 e_homo_ev=-8.43 smiles=CSc1ncc(CN2CCN(C(C)C)[C@H](CCO)C2)cn1 homo_lumo_gap_ev=9.07 de_lowest_kj_mol=131.3
C 2.677 2.106 5.373
S 2.242 0.395 4.945
C 1.108 0.685 3.658
N 0.569 -0.396 3.103
C -0.296 -0.195 2.133
C -0.644 1.081 1.685
C -1.636 1.286 0.580
N -1.420 0.334 -0.493
C -2.506 0.317 -1.452
C -2.271 -0.828 -2.443
N -0.986 -0.793 -3.115
C -0.932 -0.150 -4.423
C -0.748 1.374 -4.430
C 0.155 -0.801 -5.287
C 0.115 -0.564 -2.187
C 0.452 -1.850 -1.411
C 0.808 -3.017 -2.334
O -0.296 -3.509 -3.048
C -0.170 0.573 -1.189
C -0.007 2.129 2.335
N 0.860 1.942 3.316
H 3.114 2.590 4.507
H 1.781 2.633 5.685
H 3.394 2.048 6.185
H -0.727 -1.079 1.682
H -1.586 2.334 0.227
H -2.643 1.115 0.976
H -2.592 1.283 -1.984
H -3.445 0.139 -0.922
H -2.330 -1.766 -1.880
H -3.066 -0.833 -3.191
H -1.898 -0.371 -4.894
H 0.222 1.652 -4.023
H -1.528 1.867 -3.854
H -0.803 1.738 -5.453
H 1.149 -0.558 -4.921
H 0.042 -1.881 -5.294
H 0.074 -0.438 -6.308
H 0.996 -0.285 -2.772
H 1.302 -1.647 -0.758
H -0.394 -2.130 -0.786
H 1.602 -2.702 -3.031
H 1.188 -3.856 -1.744
H -0.754 -2.727 -3.400
H -0.196 1.545 -1.715
H 0.639 0.610 -0.456
H -0.191 3.164 2.069

=====

# 2
57
Properties=species:S:1:pos:R:3 method="wB97M-V/def2-TZVPD" largest_force_ev_per_a=3.0 e_homo_ev="-7.91 / -8.21" homo_lumo_gap_ev="4.09 / 5.58" de_lowest_kj_mol=364.6 s2=0.86 multiplicity=2
Ir 0.105 0.188 -1.274
S -2.404 2.938 -1.744
C 0.117 2.721 -2.943
C 0.450 3.294 -4.232
N 0.779 3.757 -5.228
C 0.947 3.066 -1.782
S 1.700 1.737 -1.045
C 1.097 4.383 -1.304
N 1.203 5.458 -0.894
O -4.050 -1.785 0.041
S -3.104 -1.296 0.990
O -2.567 -2.183 1.982
N -1.844 -0.533 0.218
C -1.827 0.742 0.506
O -0.906 1.483 0.008
C -2.896 1.237 1.399
C -3.142 2.523 1.844
C -4.230 2.714 2.687
C -5.032 1.642 3.072
C -4.782 0.351 2.618
C -3.706 0.181 1.772
H -2.502 3.345 1.548
H -4.457 3.706 3.054
H -5.867 1.817 3.738
H -5.404 -0.482 2.914
N 0.452 -1.657 -4.875
C 0.228 -0.763 -3.900
O 0.732 -1.066 -2.731
C -0.478 0.418 -4.085
C -1.118 0.749 -5.299
N -1.633 0.995 -6.303
C -0.441 1.276 -2.897
N -1.315 2.434 -2.706
H 0.888 -2.531 -4.642
H 0.108 -1.497 -5.805
C 0.743 -2.313 4.176
C 1.440 -2.226 2.820
C 0.797 -1.138 1.968
S 1.264 -1.266 0.243
O 1.122 -2.672 -0.173
C 3.040 -0.885 0.334
C 3.879 -2.146 0.160
C 5.350 -1.835 0.419
H 1.160 -3.126 4.770
H -0.324 -2.497 4.043
H 0.860 -1.388 4.744
H 1.347 -3.175 2.292
H 2.506 -2.025 2.958
H 1.064 -0.125 2.286
H -0.286 -1.247 1.972
H 3.223 -0.404 1.296
H 3.262 -0.169 -0.453
H 3.741 -2.527 -0.851
H 3.528 -2.925 0.837
H 5.713 -1.048 -0.246
H 5.964 -2.720 0.256
H 5.508 -1.503 1.447

=====

# 3
104
Properties=species:S:1:pos:R:3 method="wB97M-V/def2-TZVPD" largest_force_ev_per_a=3.0 e_homo_ev=-8.89 total_charge=+1 homo_lumo_gap_ev=6.64 de_lowest_kj_mol=65.2
Ba -0.699 0.741 -2.000
C 0.257 -1.424 2.116
C 1.055 -0.112 2.043
P 1.491 0.821 3.603
C -0.014 0.336 4.491
C -1.180 0.993 4.140
C -2.430 0.510 4.572
C -2.589 -0.532 5.499
C -1.423 -1.158 5.849
C -0.196 -0.752 5.379
C 2.773 -0.269 4.386
C 3.212 -1.392 3.795
C 4.198 -2.149 4.381
C 4.752 -1.866 5.611
C 4.326 -0.646 6.211
C 3.451 0.144 5.510
P -0.222 -1.769 0.383
C -1.225 -3.336 0.527
C -2.422 -3.468 -0.103
C -2.996 -4.722 -0.272
C -2.390 -5.835 0.229
C -1.178 -5.718 0.908
C -0.653 -4.453 1.096
C 1.285 -2.447 -0.465
C 2.400 -2.938 0.159
C 3.292 -3.725 -0.607
C 3.062 -4.007 -1.933
C 1.981 -3.422 -2.548
C 1.088 -2.624 -1.815
H -0.758 -1.324 2.554
H 0.743 -2.349 2.544
H 0.465 0.611 1.481
H 1.975 -0.153 1.479
H -1.099 1.857 3.497
H -3.310 0.995 4.142
H -3.571 -0.961 5.702
H -1.546 -2.071 6.506
H 0.699 -1.317 5.716
H 2.840 -1.643 2.829
H 4.709 -2.966 3.843
H 5.549 -2.452 6.024
H 4.754 -0.265 7.140
H 3.180 1.080 5.959
H -3.007 -2.619 -0.542
H -3.945 -4.725 -0.799
H -2.820 -6.814 0.046
H -0.630 -6.553 1.280
H 0.268 -4.375 1.645
H 2.536 -2.814 1.231
H 4.095 -4.252 -0.122
H 3.718 -4.704 -2.510
H 1.812 -3.705 -3.604
H 0.168 -2.393 -2.303
C -0.465 -2.106 -6.550
C -1.036 -0.689 -6.729
C -0.200 0.339 -6.030
N -0.274 0.587 -4.769
N 0.713 1.461 -4.293
C 1.515 1.857 -5.216
N 2.579 2.628 -4.951
S 1.128 1.240 -6.771
H -1.005 -2.821 -7.198
H -0.459 -2.385 -5.502
H 0.594 -2.168 -6.799
H -2.062 -0.619 -6.371
H -1.107 -0.423 -7.810
H 2.519 3.125 -4.136
H 2.975 3.246 -5.646
C -2.131 6.136 -0.418
Si -1.025 4.569 -0.807
C 0.756 4.985 -0.354
C -0.960 4.427 -2.717
As -1.709 2.642 0.349
Si -3.941 2.352 -0.217
C -4.837 3.836 -0.953
C -4.862 1.602 1.308
C -3.966 0.893 -1.493
H -1.415 6.972 -0.490
H -2.481 6.050 0.629
H -2.967 6.351 -1.135
H 1.150 5.837 -0.970
H 1.352 4.114 -0.570
H 0.851 5.227 0.687
H -0.586 5.405 -3.021
H -1.954 4.147 -3.126
H -0.166 3.736 -2.972
H -4.550 4.746 -0.441
H -5.948 3.579 -0.789
H -4.620 4.026 -2.022
H -4.653 2.247 2.170
H -4.485 0.603 1.455
H -5.950 1.459 1.191
H -3.673 1.162 -2.550
H -4.983 0.534 -1.638
H -3.412 0.073 -1.046
I 6.053 -0.026 -1.113
C 4.109 0.593 -0.952
C 3.669 1.469 0.099
N 2.323 1.548 -0.102
N 1.902 0.817 -1.126
C 2.955 0.249 -1.716
H 4.328 2.015 0.789
H 1.665 1.842 0.550
H 2.912 -0.360 -2.603

=====

# 4
13
Properties=species:S:1:pos:R:3 method="wB97M-V/def2-TZVPD" largest_force_ev_per_a=10.0 e_homo_ev=-9.90 homo_lumo_gap_ev=9.84 de_lowest_kj_mol=810.1
C -1.404 -0.248 0.609
C -0.902 1.146 0.443
C 0.354 0.868 -0.391
C 0.027 -0.498 0.004
H -2.338 -1.382 -0.717
H -3.210 0.039 -0.503
H -1.732 -0.922 1.441
H -1.048 1.760 1.315
H -1.699 1.728 -0.286
N -2.252 -0.495 -0.674
N 1.741 0.902 -0.276
N 1.154 -1.247 0.265
O 2.134 -0.368 -0.056

=====

# 5
24
Properties=species:S:1:pos:R:3 method="wB97M-V/def2-TZVPD" largest_force_ev_per_a=2.7 e_homo_ev="-5.99 / -5.19" homo_lumo_gap_ev="6.83 / 6.08" de_lowest_kj_mol=510.9
C -0.410 -0.190 -0.330
C 0.156 0.667 0.594
C 2.001 -0.026 -0.934
C -1.821 0.945 1.536
C -0.624 -1.643 -0.029
C 2.898 -0.935 -0.131
N -1.082 0.291 -1.428
N -2.670 1.784 0.773
H -1.311 -0.383 -2.144
H -0.749 1.169 -1.797
H -3.023 1.329 -0.063
H -2.207 2.646 0.504
H 0.314 1.707 0.347
H 0.693 0.249 1.431
H 1.764 -0.416 -1.928
H 2.393 0.989 -1.026
H -2.279 -0.009 1.787
H -1.434 1.442 2.423
H -0.046 -2.244 -0.737
H -1.677 -1.919 -0.130
H -0.292 -1.894 0.976
H 3.892 -1.111 -0.575
H 3.079 -0.525 0.870
H 2.437 -1.921 0.010

=====

# 6
18
Properties=species:S:1:pos:R:3 method="wB97M-V/def2-TZVPD" largest_force_ev_per_a=3.4 e_homo_ev="-18.77 / -18.77" total_charge=+2 homo_lumo_gap_ev="10.45 / 5.57" de_lowest_kj_mol=72.7 s2=0.75 multiplicity=2
C -0.237 1.751 0.837
C -0.501 0.327 0.289
C -0.060 -0.763 1.224
S -0.517 -2.494 0.887
N 0.108 0.197 -1.143
H 0.173 2.403 0.075
H -1.157 2.132 1.275
H 0.431 1.612 1.683
H -1.571 0.156 0.113
H -0.312 -0.487 2.247
H 1.040 -0.859 1.329
H 0.066 -2.928 2.015
H 0.639 -0.687 -1.208
H 0.839 0.898 -1.367
H -0.676 -0.082 -1.727
H 2.027 2.693 -2.707
H 0.774 3.573 -2.363
O 1.153 2.684 -2.300